Here is an isolated molecule of C20H32N2O2 from the Open Molecules 2025 dataset. Energies are from wB97M-V/def2-TZVPD.

The geometry in ORCA input format:
```
! RIJCOSX wB97M-V def2-TZVPD def2/J DEFGRID3
* xyz 0 1
O 3.192 3.819 2.620
O -0.063 1.665 -2.434
N -1.857 -2.413 -0.717
N 0.405 -0.625 -0.896
C 2.139 1.629 2.706
C 2.787 2.652 2.030
C -1.559 -1.498 0.367
C 3.063 2.513 0.662
C -5.296 -3.686 -0.547
C 3.763 3.624 -0.063
C -4.902 -2.295 -0.931
C 2.933 4.006 3.987
C -4.092 -3.049 0.081
C 3.023 1.249 -1.473
C -1.740 0.611 -1.002
C -0.617 -2.867 -1.315
C -2.707 -3.518 -0.304
C 1.761 0.490 2.021
C 2.685 1.355 -0.016
C -0.805 -0.265 -0.157
C 2.018 0.332 0.668
C 0.130 -1.658 -1.881
C -1.055 1.897 -1.470
C 1.537 -0.922 -0.018
H 1.286 -1.669 0.750
H -5.514 -1.471 -0.596
H 0.019 -3.401 -0.582
H 2.504 2.022 -2.037
H -6.178 -3.823 0.061
H 2.746 0.287 -1.887
H 4.092 1.395 -1.620
H 3.166 3.959 -0.910
H 3.927 4.461 0.607
H -0.484 -1.213 -2.668
H -2.099 0.050 -1.864
H 1.255 -0.298 2.563
H -2.782 -4.196 -1.159
H -2.603 0.877 -0.391
H 3.436 3.251 4.601
H -1.786 2.563 -1.936
H 0.483 0.944 -2.076
H 1.859 3.991 4.201
H 1.919 1.705 3.759
H -0.960 -1.998 1.154
H -5.139 -4.477 -1.264
H -0.622 2.414 -0.598
H -0.483 0.332 0.704
H 1.074 -1.982 -2.329
H 4.726 3.287 -0.444
H -4.194 -2.747 1.116
H -0.848 -3.560 -2.128
H -2.495 -1.170 0.819
H 3.333 4.990 4.230
H -4.456 -2.141 -1.901
H 2.335 -1.347 -0.632
H -2.259 -4.084 0.536
*
```

Summary:
F_max ... 0.610 eV Å⁻¹
Electronic energy ... -1041.235410 Eh
Orbital gap ... 0.3341 hartree
LUMO level ... 0.82 eV